{"formula": "C19H18N3PtS3Sb", "method": "ωB97M-V with the def2-TZVPD basis set", "lumo_energy_ha": -0.0100, "homo_energy_ha": -0.27294, "symbols": ["C", "C", "H", "S", "C", "H", "H", "C", "Pt", "S", "H", "H", "C", "H", "H", "H", "C", "H", "C", "C", "C", "Sb", "N", "H", "H", "H", "H", "C", "C", "C", "C", "H", "C", "H", "S", "N", "N", "C", "H", "C", "H", "H", "C", "C", "C"], "xyz": [[-0.27086, 2.11200, 2.19365], [3.17730, -2.62563, 2.49781], [2.73014, -1.89098, 3.16665], [-0.72138, -1.53825, 1.52529], [2.29688, 2.85488, 1.59663], [2.03556, 2.47351, -3.76386], [-2.08504, 2.31381, 3.30125], [-1.49111, 1.74231, -2.49035], [-0.59302, 0.10253, -0.07123], [-1.52252, -1.71285, -1.13186], [4.26204, -2.53556, 2.58090], [-2.30360, 1.88639, 1.58903], [0.40115, 3.00325, 3.02329], [2.14155, -4.37437, 0.66181], [2.88421, -3.62312, 2.82044], [-0.11128, 3.39759, 3.88962], [-0.06512, 2.64019, -4.19861], [-1.76288, 0.66606, 2.71764], [1.59498, 1.96309, 0.80267], [2.73819, -2.35759, 1.08960], [2.24138, -3.37009, 0.27285], [2.57602, 1.26714, -0.98910], [2.82933, -1.09619, 0.66266], [1.58085, -1.47784, -2.44313], [-2.96766, 2.06332, -0.99370], [3.30588, 3.13469, 1.32506], [0.07177, 3.13493, -5.15145], [1.69843, 3.37164, 2.73457], [2.40496, -0.81634, -0.56689], [-1.33024, 2.39156, -3.71100], [-1.32914, -2.64848, 0.32792], [1.43350, -3.84354, -1.65677], [1.93213, -1.76165, -1.45957], [2.23310, 4.05860, 3.37770], [-1.61056, -4.24087, 0.51663], [0.33774, 1.58971, 1.11234], [-0.42088, 1.34070, -1.78164], [1.02739, 2.26298, -3.43199], [-3.62095, 1.83337, -2.62485], [1.84540, -3.07306, -1.01803], [-3.00601, 0.45206, -1.68659], [-2.20991, 2.69145, -4.26307], [-1.68817, 1.72627, 2.47516], [-2.85507, 1.50428, -1.92487], [0.82550, 1.61593, -2.22394]], "forces_ev_per_angstrom": [[0.0017, 0.0001, -0.0075], [0.0020, -0.0017, -0.0039], [-0.0051, -0.0024, 0.0022], [0.0062, 0.0117, -0.0021], [0.0000, -0.0011, 0.0001], [-0.0002, 0.0006, -0.0007], [0.0023, 0.0014, -0.0002], [-0.0059, -0.0019, -0.0036], [-0.0216, -0.0081, -0.0089], [0.0034, 0.0089, -0.0179], [-0.0014, 0.0067, 0.0007], [0.0004, -0.0120, 0.0009], [0.0012, -0.0083, 0.0042], [-0.0005, 0.0004, -0.0005], [0.0031, -0.0004, 0.0004], [0.0014, 0.0018, 0.0003], [0.0044, -0.0031, 0.0022], [0.0017, -0.0026, 0.0063], [0.0108, 0.0001, 0.0135], [-0.0013, -0.0123, 0.0013], [-0.0038, 0.0059, 0.0093], [0.0077, -0.0106, -0.0009], [0.0061, 0.0194, -0.0001], [-0.0021, 0.0007, 0.0013], [0.0035, -0.0229, 0.0075], [-0.0001, -0.0017, -0.0013], [0.0001, -0.0004, -0.0005], [-0.0022, -0.0005, 0.0020], [-0.0024, 0.0017, -0.0288], [-0.0006, -0.0232, -0.0055], [0.0150, -0.0068, -0.0018], [-0.0012, 0.0006, -0.0006], [-0.0041, -0.0205, 0.0109], [-0.0005, 0.0004, 0.0000], [-0.0085, 0.0102, 0.0023], [-0.0031, 0.0129, -0.0041], [0.0205, 0.0148, 0.0119], [0.0086, 0.0035, -0.0087], [0.0020, 0.0024, 0.0002], [-0.0006, 0.0053, -0.0007], [-0.0013, -0.0085, -0.0069], [0.0008, 0.0023, -0.0006], [-0.0033, 0.0088, -0.0090], [0.0044, 0.0221, 0.0071], [-0.0373, 0.0063, 0.0302]], "nbo_charge": [0.26, -0.64, 0.23, -0.09, -0.27, 0.23, 0.22, 0.26, 0.48, -0.10, 0.22, 0.24, -0.24, 0.23, 0.22, 0.22, -0.14, 0.26, -0.06, 0.24, -0.24, 1.08, -0.50, 0.22, 0.23, 0.23, 0.22, -0.14, -0.09, -0.24, -0.52, 0.23, -0.28, 0.22, -0.08, -0.50, -0.51, -0.28, 0.22, -0.14, 0.27, 0.23, -0.66, -0.66, -0.07]}



{"formula": "C19H19AsIO4PdSe", "method": "ωB97M-V with the def2-TZVPD basis set", "lumo_energy_ha": [0.0835, 0.0726], "multiplicity": 3, "s_squared": 2.009, "total_charge": -1, "homo_energy_ha": [-0.14775, -0.20109], "symbols": ["C", "H", "C", "I", "As", "O", "C", "H", "H", "C", "H", "C", "H", "H", "H", "Se", "H", "H", "C", "C", "C", "C", "C", "C", "H", "H", "H", "O", "C", "C", "C", "H", "C", "Pd", "C", "C", "C", "H", "H", "C", "O", "H", "H", "O", "H", "H"], "xyz": [[-4.55621, -2.04509, 0.58889], [-3.02348, -1.98242, 2.08572], [-1.23924, -0.25532, 0.99254], [1.71016, 1.44568, 3.07269], [0.28207, -1.42884, 0.53027], [5.14378, -3.52055, 0.83692], [-4.98575, -1.57505, -0.64406], [-2.38872, 0.48427, -1.34385], [-5.16055, -2.75632, 1.13831], [1.57513, 3.35709, -0.86247], [-5.92472, -1.91604, -1.06111], [1.39125, 2.76368, 1.46894], [-0.87230, -2.05083, -1.64173], [2.81358, 1.61550, -3.49802], [-1.25566, -0.20935, 2.08264], [3.54617, -3.25734, 0.88503], [-0.95914, 0.73457, 0.62561], [0.55798, -3.86930, 0.99866], [-0.24693, -3.15866, 1.20497], [2.51548, 1.84363, -2.48063], [0.09850, -1.62848, -1.38327], [0.83084, 3.97294, 1.76305], [1.95906, 3.05671, -2.18951], [0.99147, 4.60936, -0.54558], [1.80428, 3.80394, -2.95974], [3.11285, -0.08957, -1.73364], [-1.18326, -3.47932, 0.74625], [2.62896, -4.58493, 0.74387], [-3.35269, -1.60918, 1.12280], [-2.99822, -0.22805, -0.79911], [1.78072, 2.37836, 0.15577], [-4.52567, -0.28575, -2.29753], [2.33921, 1.10319, -0.15647], [2.49737, -0.54841, 1.12144], [-2.55385, -0.69423, 0.43810], [-4.20072, -0.66233, -1.33551], [0.62165, 4.91185, 0.73056], [0.22742, -0.65638, -1.85805], [0.17503, 5.86985, 0.96524], [2.69296, 0.87612, -1.47002], [3.08450, -2.13420, -0.30314], [-0.35827, -3.08644, 2.28690], [0.55357, 4.21633, 2.77976], [3.09966, -2.37086, 2.24047], [0.90790, -2.28606, -1.69629], [0.84384, 5.32625, -1.34566]], "forces_ev_per_angstrom": [[0.0028, -0.0068, 0.0049], [0.0029, 0.0021, -0.0012], [0.0080, 0.0121, 0.0074], [0.0184, -0.0876, 0.0041], [-0.0743, 0.0764, -0.0144], [-0.4394, 0.0107, 0.0032], [0.0030, 0.0099, -0.0088], [-0.0011, -0.0012, 0.0004], [0.0015, 0.0010, 0.0014], [0.0002, -0.0129, 0.0001], [0.0017, 0.0021, -0.0047], [-0.0172, 0.0226, 0.0134], [0.0003, -0.0018, 0.0128], [0.0052, -0.0029, 0.0022], [0.0010, -0.0062, -0.0027], [0.4076, 0.1060, 0.0036], [0.0073, -0.0045, 0.0026], [0.0292, 0.0853, -0.0642], [-0.0692, -0.0965, 0.0781], [-0.0103, 0.0223, -0.0144], [-0.0037, -0.0151, -0.0166], [0.0037, -0.0144, 0.0034], [0.0105, -0.0161, -0.0016], [-0.0085, 0.0023, 0.0084], [0.0008, 0.0008, -0.0008], [-0.0007, 0.0017, -0.0089], [-0.0012, 0.0115, 0.0132], [-0.0013, -0.0053, -0.0098], [-0.0133, 0.0001, 0.0044], [0.0163, -0.0014, 0.0084], [-0.0220, 0.0200, 0.0054], [-0.0015, -0.0018, 0.0000], [0.0049, -0.0832, -0.0381], [0.0679, -0.0059, -0.0411], [-0.0024, -0.0173, -0.0304], [-0.0087, -0.0087, 0.0023], [0.0015, 0.0121, -0.0049], [0.0018, 0.0038, 0.0105], [-0.0023, -0.0001, -0.0002], [-0.0057, 0.0094, 0.0376], [0.0892, -0.0684, 0.0346], [-0.0338, 0.0096, -0.0002], [-0.0012, 0.0006, 0.0013], [0.0275, 0.0378, -0.0100], [0.0031, -0.0032, 0.0101], [0.0015, 0.0008, -0.0006]], "nbo_charge": [-0.21, 0.21, -0.75, 0.21, 1.12, -1.05, -0.23, 0.20, 0.21, 0.03, 0.21, -0.09, 0.22, 0.20, 0.24, 2.74, 0.24, 0.31, -0.99, -0.20, -0.98, -0.28, -0.26, -0.20, 0.20, 0.24, 0.22, -1.09, -0.21, -0.16, -0.20, 0.21, -0.27, 0.82, -0.05, -0.23, -0.23, 0.24, 0.21, -0.28, -1.10, 0.23, 0.22, -1.13, 0.27, 0.20]}